{"formula": "C9H18AsCrNO6", "method": "ωB97M-V/def2-TZVPD", "homo_lumo_gap_ev": [9.65, 9.78], "multiplicity": 4, "lumo_energy_ev": [-3.204, -3.088], "total_charge": 1, "relative_energy_kcal_mol": 8.14, "homo_energy_ev": [-12.8540, -12.8679], "species": ["As", "Cr", "O", "O", "O", "O", "O", "O", "N", "C", "C", "C", "C", "C", "C", "C", "C", "C", "H", "H", "H", "H", "H", "H", "H", "H", "H", "H", "H", "H", "H", "H", "H", "H", "H", "H"], "positions_angstrom": [[-1.702, 2.249, 0.719], [0.024, -0.342, -0.182], [-1.016, -1.818, -1.256], [0.791, 0.188, -1.797], [-0.093, -1.100, 1.796], [2.427, -0.088, -3.302], [1.320, 0.457, 1.134], [-1.568, 0.730, -0.037], [1.615, -1.829, -0.268], [2.100, -1.776, 1.158], [1.093, -0.729, 1.579], [-0.929, 3.559, -0.426], [-0.084, -2.833, -1.717], [-0.903, 2.282, 2.449], [2.566, -1.343, -1.292], [1.915, -0.349, -2.255], [0.923, -3.091, -0.619], [-3.563, 2.570, 0.931], [-1.161, 1.348, 2.944], [-4.042, 2.439, -0.036], [1.976, -2.727, 1.665], [-1.802, -2.215, -0.857], [-1.035, 4.550, 0.011], [3.377, -0.810, -0.800], [-3.728, 3.580, 1.300], [0.374, -2.431, -2.617], [-3.954, 1.844, 1.639], [0.394, -3.431, 0.271], [0.176, 2.366, 2.356], [0.123, 3.317, -0.566], [1.638, -3.863, -0.915], [2.994, -2.170, -1.858], [3.125, -1.428, 1.217], [-0.617, -3.743, -1.982], [-1.446, 3.504, -1.381], [-1.309, 3.130, 2.998]]}

{"formula": "C9H18Br2F5O3Si3", "method": "ωB97M-V/def2-TZVPD", "homo_lumo_gap_ev": 3.84, "lumo_energy_ev": 1.691, "total_charge": -1, "homo_energy_ev": -2.1492, "species": ["Br", "Br", "Si", "Si", "Si", "F", "F", "F", "F", "F", "O", "O", "O", "C", "C", "C", "C", "C", "C", "C", "C", "C", "H", "H", "H", "H", "H", "H", "H", "H", "H", "H", "H", "H", "H", "H", "H", "H", "H", "H"], "positions_angstrom": [[3.831, -0.702, 2.301], [2.949, -1.146, -0.960], [-1.166, -1.774, 0.366], [0.117, 0.664, -0.613], [-0.195, 2.844, -0.285], [-2.857, -4.003, -0.329], [-4.397, -0.452, -0.019], [-3.589, -2.700, 1.573], [-3.411, -1.363, -2.044], [-5.241, -2.472, -0.988], [-0.018, -2.732, -0.558], [5.071, -4.194, -1.785], [-1.394, -0.127, -0.199], [3.894, -4.786, -1.912], [2.110, 0.088, 1.638], [-2.929, -2.628, 0.217], [-3.972, -1.705, -0.708], [1.689, -0.059, 0.220], [-0.932, 3.751, -1.865], [-1.630, 2.965, 1.051], [1.169, 0.919, 2.691], [1.424, 3.704, 0.313], [-1.967, 3.211, -2.078], [1.508, 0.595, 3.789], [3.044, -4.344, -1.364], [3.819, -5.838, -1.589], [-0.166, 3.635, -2.767], [2.312, 2.940, 0.195], [-0.883, -1.711, 1.801], [-1.724, 4.034, 1.521], [-1.450, 2.183, 1.934], [1.391, 4.008, 1.446], [0.291, 0.493, -2.075], [1.381, 2.093, 2.651], [0.025, 0.682, 2.629], [-2.609, 2.609, 0.484], [-1.075, 4.877, -1.550], [1.703, 4.643, -0.341], [0.410, -3.350, 0.134], [3.468, -4.854, -2.928]]}

{"formula": "C9H18FMnN3O5", "method": "ωB97M-V/def2-TZVPD", "homo_lumo_gap_ev": [9.37, 10.02], "multiplicity": 6, "lumo_energy_ev": [0.436, 0.419], "relative_energy_kcal_mol": 0.00, "homo_energy_ev": [-8.9359, -9.5989], "species": ["Mn", "F", "O", "O", "O", "O", "O", "N", "N", "N", "C", "C", "C", "C", "C", "C", "C", "C", "C", "H", "H", "H", "H", "H", "H", "H", "H", "H", "H", "H", "H", "H", "H", "H", "H", "H", "H"], "positions_angstrom": [[-1.478, 0.803, -0.294], [-1.761, 2.588, 0.207], [-0.530, -1.374, -0.355], [-2.015, -3.113, -0.231], [0.403, 1.224, 0.980], [-2.721, -0.954, -0.542], [-1.185, 0.489, -2.452], [2.909, 0.110, 3.110], [-0.999, -1.486, -3.487], [1.263, 2.814, 2.325], [1.453, -1.838, 2.234], [0.842, 2.282, 3.633], [2.271, -0.789, 2.789], [1.741, 4.199, 2.294], [-2.414, -1.708, -3.803], [-0.517, -0.453, -2.777], [0.875, 2.340, 1.160], [-1.719, -1.750, -0.318], [-0.051, -2.504, -3.865], [0.589, -0.554, -2.611], [0.331, -1.639, 2.463], [-1.221, -3.601, 0.012], [1.737, -2.723, 2.716], [-2.707, -1.872, -4.839], [0.958, -2.098, -3.671], [-3.065, -0.940, -3.464], [1.750, 2.048, 4.144], [0.864, 4.906, 2.258], [1.505, -1.857, 1.119], [-2.661, -2.639, -3.212], [-0.243, -2.792, -4.888], [2.261, 4.401, 3.249], [0.971, 2.933, 0.209], [-0.224, -3.309, -3.140], [2.365, 4.321, 1.389], [0.182, 1.439, 3.527], [0.239, 3.100, 4.131]]}